Record 1
Below is a cluster of 3 separate species, C4H13NO2 in total in a non-equilibrium geometry, with properties calculated with ωB97M-V/def2-TZVPD.

Properties
- SMILES string: C=CCCN.O.O
- Kohn-Sham gap: 0.3672 Eh
- LUMO energy: 0.90 eV
- ΔE to the lowest compared entry with this formula, charge and spin: 3.151 eV

Geometry (Å):
H 0.04425 0.26799 0.57539
O -4.88214 0.66366 -3.14693
H 2.58709 -2.91027 -0.04451
C 0.96188 -0.25963 0.94561
C 1.85790 -2.12871 -0.44865
H -5.06828 1.32995 -3.72397
O -1.02096 3.02486 2.72139
C 1.89285 -0.64168 -0.27368
H 0.81077 -1.08341 1.59551
H 0.48979 -3.64842 -1.13057
H 0.00848 2.81465 2.41414
H -5.28224 -0.23191 -3.33970
H 2.75347 0.69167 1.62484
H 1.38527 0.84563 2.49659
N 1.76205 0.86016 1.51971
H 2.89699 -0.29861 -0.17249
C 0.89218 -2.71887 -1.26199
H 1.62724 -0.00939 -1.11604
H -1.39966 3.24104 1.83510
H 0.40832 -2.04492 -2.01570

Löwdin atomic charge list, values in e, 2 entries: 0.122 -0.044

Record 2
Below is a structure of composition C19H28CaNPTe in a non-equilibrium geometry, with properties calculated with ωB97M-V/def2-TZVPD.

Properties
- Kohn-Sham gap: 0.2599 Eh
- LUMO energy: -0.10 eV

Geometry (Å):
H 2.41559 3.39644 0.50415
H 0.57255 0.98715 6.99073
C -2.79506 0.40717 -3.85986
H -3.01003 -1.72292 -3.79277
H -2.13768 -3.12217 -2.10525
P 0.88278 2.04696 -0.76769
H -2.43740 -0.01552 4.02878
H -2.37519 2.51978 -3.79597
C -1.85087 -0.99123 -2.07002
C 1.17056 -0.48062 5.51247
C 0.28781 0.45741 6.08321
H 1.45777 -2.72019 0.78878
H 1.88621 3.19021 -2.72345
H 2.89303 1.81187 -2.11604
H 2.19377 -0.67820 -2.08590
Ca -0.55565 -0.51513 0.82127
H -0.43543 3.37566 -2.24444
H 2.00996 -2.17062 -3.06453
C -2.24622 1.54627 -3.27929
H 1.40673 -2.07082 4.02640
C -0.16820 -2.95380 -1.34979
C 1.48220 -1.47239 -2.36916
C -1.40149 0.17468 -1.46281
H 0.22425 1.57661 1.33715
H 0.71967 3.85266 0.80832
H 0.64206 -1.00500 -2.89832
H -2.10793 -2.46262 -0.47253
H -1.20049 3.08971 -0.66376
C 0.77973 -1.24641 4.38958
H -3.33584 0.49047 -4.80386
C 1.85946 2.15196 -2.33198
C -1.40374 -0.08301 4.39200
H 0.91903 1.15459 1.21108
N 0.95220 -2.03804 -1.14788
C -0.97896 0.67400 5.51307
H -0.14949 -3.64112 -0.48394
H 2.63311 -3.33084 -0.43972
C -2.59609 -0.84893 -3.27224
C 1.44614 3.61769 0.01943
H 1.42402 1.48199 -3.09689
H 1.54024 4.45317 -0.69079
H 2.13322 -0.65137 5.98029
C -1.61977 -2.37306 -1.47930
H -0.03930 -3.58929 -2.24131
C -1.49274 1.41326 -2.09118
H 2.61637 -1.59365 0.04060
C 1.97179 -2.46663 -0.16535
C -0.71771 2.60177 -1.51921
C -0.52213 -1.05932 3.85256
H -1.65273 1.38402 5.97788
Te -1.29010 -2.55259 2.60750

Löwdin atomic charge list, values in e, 2 entries: 0.045 0.097

Record 3
Below is a structure of composition C3CsLi2O3 in a non-equilibrium geometry, with properties calculated with ωB97M-V/def2-TZVPD.

Properties
- Kohn-Sham gap (alpha / beta): 0.0759 / 0.2340 Eh
- ⟨S²⟩: 0.7501
- Multiplicity: 2
- LUMO energy (alpha / beta): -1.05 / -1.11 eV
- ΔE to the lowest compared entry with this formula, charge and spin: 0.000 eV

Geometry (Å):
C 0.40788 0.09493 -0.07426
C -0.03397 -0.11183 -1.50012
O -0.15176 -0.23226 2.27865
Li 0.74658 -2.24111 -0.52435
Li 0.27334 -0.96857 3.91855
Cs -1.04883 3.79646 -1.19674
C 0.25863 0.04863 1.16514
O -0.55394 0.87509 -2.07817
O 0.10206 -1.26134 -1.98870

Löwdin atomic charge list, values in e, 2 entries: -0.058 -0.779

no.,electronic energy (eV)
1,-9941.045
2,-56665.232
3,-10210.142